# 1
Computed, not measured: a structure of composition C25H21AsF5IrN3OS, with ωB97M-V/def2-TZVPD.

Geometry as XYZ:
```
58
Properties=species:S:1:pos:R:3:mulliken_charge:R:1
Ir 0.0227 1.6804 -0.0315 1.350
S -0.0389 1.5682 2.1511 -0.277
C -1.0364 0.2863 2.7263 1.024
C -1.3424 0.2603 4.0959 -0.665
C -2.1853 -0.7286 4.5671 -0.751
C -2.7120 -1.6782 3.6966 -0.673
C -2.3908 -1.6636 2.3354 -0.398
C -1.5507 -0.6846 1.8570 -0.233
As -0.9312 -0.5156 0.0495 0.638
C 0.5601 -1.7363 -0.0478 0.206
C 1.0547 -2.3850 1.0804 -0.541
C 2.0978 -3.2967 0.9466 -0.734
C 2.6411 -3.5533 -0.3054 -0.577
C 2.1494 -2.8990 -1.4301 -0.762
C 1.1075 -1.9926 -1.3047 -0.255
C -2.2039 -1.2785 -1.1643 0.733
C -3.0382 -0.5172 -1.9766 -0.249
C -3.9623 -1.1590 -2.7874 -0.824
C -4.0577 -2.5433 -2.7805 -0.529
C -3.2211 -3.2983 -1.9699 -0.755
C -2.2852 -2.6713 -1.1627 -0.683
H -0.9435 1.0156 4.7613 0.508
H -2.4456 -0.7556 5.6162 0.431
H -3.3801 -2.4394 4.0767 0.461
H -2.8062 -2.4101 1.6701 0.522
H 0.6194 -2.2090 2.0569 0.427
H 2.4698 -3.8186 1.8185 0.436
H 3.4378 -4.2783 -0.4083 0.456
H 2.5646 -3.1106 -2.4065 0.468
H 0.7062 -1.5118 -2.1902 0.503
H -2.9765 0.5569 -1.9957 0.349
H -4.6101 -0.5721 -3.4241 0.447
H -4.7845 -3.0364 -3.4118 0.424
H -3.2911 -4.3776 -1.9675 0.426
H -1.6247 -3.2726 -0.5483 0.483
F -2.0061 2.5830 -1.5649 -0.234
C -1.6973 2.7192 -0.2417 0.535
F -1.4065 4.0219 -0.0395 -0.275
C -2.9886 2.4538 0.5677 0.647
F -3.3460 1.1593 0.4704 -0.172
F -3.9837 3.1904 0.1106 -0.242
F -2.7902 2.7253 1.8598 -0.219
C 3.1707 4.9029 -1.6535 -0.901
N 3.3501 3.5126 -1.1939 0.127
C 4.5786 2.9152 -1.1331 -0.072
C 4.7285 1.6552 -0.6812 -1.148
C 3.5620 0.9452 -0.2650 0.944
N 2.3616 1.5413 -0.3408 -0.077
C 2.2788 2.8090 -0.7811 0.314
O 1.1144 3.3265 -0.7862 -0.672
N 3.6361 -0.2890 0.2010 -0.164
H 4.0866 5.2197 -2.1424 0.328
H 2.9577 5.5476 -0.8042 0.332
H 2.3440 4.9441 -2.3559 0.335
H 5.4117 3.5162 -1.4691 0.405
H 5.7044 1.1966 -0.6394 0.405
H 4.5204 -0.7659 0.2525 0.254
H 2.8000 -0.8049 0.4374 0.167
```

Properties
2S+1: 2
Highest occupied orbital energy (spin up / spin down) in eV: -14.72 / -14.72
Frontier orbital gap (spin up / spin down) in eV: 7.237 / 5.950
E in Ha: -4441.92281
Energy above the lowest of the compared OMol25 structures with the same formula, charge and spin in eV: 0.032
Molar mass in g mol⁻¹: 773.7
Total charge: +2


# 2
Computed, not measured: a cluster of 13 separate species, C46H80O39 in total, with ωB97M-V/def2-TZVPD.

Geometry as XYZ:
```
165
Properties=species:S:1:pos:R:3:mulliken_charge:R:1
C 5.8190 0.3207 -3.1552 0.846
C 6.0874 -0.5995 -4.2543 0.131
O 7.0332 0.1776 -5.0711 -0.425
C 6.7219 1.4800 -4.9077 0.583
O 7.0415 2.3820 -5.6676 -0.603
O 5.8952 1.5932 -3.8075 -0.329
H 6.5477 0.4491 -2.3548 0.211
H 4.8765 0.1738 -2.6277 -0.929
H 5.2463 -0.8730 -4.8915 0.160
H 6.5241 -1.5294 -3.8902 0.230
C 5.6656 1.9947 0.4487 0.978
C 5.8990 2.9488 1.6240 -0.479
O 6.9697 2.3584 2.3459 -0.353
C 7.6168 1.5684 1.4636 0.648
O 8.7229 1.0946 1.5618 -0.599
O 6.8863 1.4425 0.3857 -0.282
H 5.3878 2.4822 -0.4858 0.029
H 4.9114 1.2452 0.6888 -0.642
H 5.0193 3.0010 2.2655 0.342
H 6.1948 3.9315 1.2568 0.351
C 2.8967 4.4711 -0.9077 -0.215
C 1.4596 4.7879 -1.3325 -0.331
O 1.2739 3.9096 -2.4158 -0.282
C 2.4302 3.3421 -2.7972 0.400
O 2.4836 2.5554 -3.7118 -0.513
O 3.4350 3.6608 -1.9465 -0.240
H 2.8214 3.9578 0.0509 0.049
H 3.4653 5.4002 -0.8656 0.500
H 1.5492 5.8145 -1.6879 0.370
H 0.8252 4.7486 -0.4471 0.190
C 1.6674 1.2982 -7.0486 -0.455
C 3.1303 0.9661 -7.0066 -0.298
O 3.1420 -0.2281 -6.2148 -0.334
C 2.0219 -0.3083 -5.4931 0.598
O 1.7942 -1.1516 -4.5962 -0.500
O 1.1845 0.7429 -5.8731 -0.073
H 1.0983 0.9986 -7.9286 0.291
H 1.5505 2.3814 -7.0810 0.325
H 3.7349 1.7136 -6.4928 0.157
H 3.6423 0.7824 -7.9511 0.373
C -2.1376 0.4946 -4.5019 -0.134
C -2.0777 0.4541 -2.9653 1.562
O -2.3120 -0.9457 -2.7644 0.262
C -2.0663 -1.6744 -3.8535 0.335
O -2.0328 -2.9072 -3.9549 -0.612
O -1.9189 -0.8008 -4.8962 -0.375
H -1.3077 1.0954 -4.8741 0.303
H -3.1066 0.8343 -4.8676 0.212
H -2.8911 1.0118 -2.5010 -0.993
H -1.1116 0.7428 -2.5513 -0.504
C 3.3641 -2.6293 3.1491 -0.230
C 4.4372 -2.7743 4.2495 -0.431
O 4.7270 -1.4623 4.5223 -0.378
C 4.2023 -0.6256 3.7125 0.449
O 4.4586 0.5789 3.7263 -0.607
O 3.5188 -1.2886 2.7526 0.213
H 2.3342 -2.8501 3.4296 0.445
H 3.7796 -3.3010 2.3979 0.078
H 5.3687 -3.1311 3.8101 0.177
H 4.1286 -3.3379 5.1299 0.315
C 3.6725 -3.1600 -2.5947 -0.047
C 4.6914 -4.1798 -2.0373 -0.698
O 5.0419 -3.9955 -0.5933 -0.407
C 5.8114 -3.0224 -0.2984 0.968
O 6.3297 -2.2330 -1.1086 -0.571
O 6.0888 -3.0340 1.0777 -0.385
C 6.8932 -2.0186 1.5535 -0.803
H 4.1170 -2.1755 -2.7405 -0.325
H 2.8380 -3.0814 -1.8978 -0.046
H 3.2277 -3.4629 -3.5426 0.626
H 5.6219 -4.2659 -2.5984 0.352
H 4.3459 -5.1831 -2.2862 0.448
H 7.8523 -2.2314 1.0813 0.452
H 7.0367 -2.2388 2.6114 0.286
H 6.5687 -0.9869 1.4181 0.131
C -3.7877 -0.6188 0.4127 0.076
C -4.7690 -1.5906 -0.2771 -0.563
O -5.3875 -2.5075 0.6472 0.002
C -6.3810 -2.1676 1.3773 0.610
O -6.8298 -1.0763 1.7145 -0.664
O -6.8352 -3.2984 1.8437 -0.247
C -7.9959 -3.3256 2.7133 -0.857
H -4.1719 -0.1320 1.3092 0.833
H -3.4856 0.2311 -0.1992 -0.402
H -2.8530 -1.1546 0.5776 -0.127
H -4.1103 -2.0440 -1.0178 0.014
H -5.4554 -0.9734 -0.8567 0.261
H -8.2781 -4.3781 2.7411 0.303
H -8.9371 -2.9280 2.3337 0.360
H -7.8858 -3.1183 3.7777 0.310
C -7.2737 1.5684 -1.8872 -1.422
C -5.7981 1.9471 -2.3027 0.805
O -5.5329 3.3333 -2.0601 -0.402
C -4.3842 3.6185 -1.5533 0.615
O -3.5784 2.8215 -1.0392 -0.221
O -4.3335 5.0011 -1.4915 -0.404
C -3.1830 5.6801 -0.9168 -0.094
H -7.5337 1.5572 -0.8288 0.295
H -7.5624 0.6756 -2.4419 0.405
H -7.9417 2.2859 -2.3638 0.438
H -5.6456 1.8795 -3.3799 0.238
H -5.1689 1.1995 -1.8197 -0.515
H -2.5671 4.9350 -0.4131 -0.288
H -3.4607 6.4385 -0.1848 0.309
H -2.4784 6.0394 -1.6668 0.321
C -1.0169 6.2087 4.7184 -1.235
C -1.4541 4.8103 4.1246 -0.040
O -2.7938 4.5145 4.2837 -0.314
C -3.6538 4.8054 3.3424 0.814
O -3.4724 5.3836 2.2452 -0.578
O -4.8819 4.3465 3.7961 -0.346
C -6.0285 4.5060 3.0126 -0.616
H -1.4270 7.0090 4.1023 0.325
H 0.0728 6.2320 4.7179 0.383
H -1.4334 6.2455 5.7251 0.310
H -0.9845 4.1849 4.8839 0.258
H -1.1442 4.4891 3.1302 0.301
H -6.7078 3.7358 3.3777 0.261
H -6.0001 4.3589 1.9330 0.235
H -6.4185 5.4991 3.2357 0.304
C -1.4871 -0.8030 3.6877 -0.749
C -2.3361 -2.0316 3.7656 0.477
O -1.7272 -2.9394 4.7087 -0.217
C -2.3659 -3.8515 5.4292 0.795
O -3.5704 -4.1410 5.5221 -0.625
O -1.4824 -4.4122 6.1968 -0.336
C -1.7866 -5.5231 6.9868 -0.688
H -0.4602 -1.1086 3.4868 0.069
H -1.3531 -0.1910 4.5797 0.412
H -1.8801 -0.2062 2.8646 -0.001
H -2.4032 -2.5182 2.7926 -0.378
H -3.3321 -1.7538 4.1105 0.357
H -2.5348 -5.3427 7.7586 0.281
H -0.8975 -5.9492 7.4514 0.252
H -2.1449 -6.3823 6.4199 0.312
C -0.2558 -3.8221 -0.9093 -1.163
C -1.7979 -3.8997 -0.7483 0.475
O -2.1715 -4.2546 0.6009 -0.174
C -3.3534 -4.8405 0.8548 0.752
O -3.7589 -5.1133 2.0050 -0.656
O -4.0802 -5.0726 -0.2371 -0.295
C -5.3159 -5.7178 -0.1069 -0.478
H 0.1672 -2.9354 -0.4372 0.083
H -0.1514 -3.7826 -1.9936 0.441
H 0.1841 -4.6592 -0.3671 0.378
H -2.0557 -4.6537 -1.4920 0.296
H -2.2893 -2.9466 -0.9436 -0.364
H -5.7171 -5.8239 -1.1149 0.222
H -5.9153 -5.1202 0.5798 0.106
H -5.1561 -6.7540 0.1909 0.320
C 2.8629 -0.6097 -0.3946 0.539
C 1.9467 0.3863 -1.1416 1.519
O 0.7596 0.3659 -0.5008 -0.305
C 0.3607 1.2357 0.4632 0.024
O 0.9961 2.2861 0.7870 -0.628
O -0.9801 1.1288 0.6983 0.836
C -1.6210 2.0824 1.5440 -0.789
H 3.2239 -0.1511 0.5260 0.202
H 3.7011 -0.8662 -1.0424 -0.680
H 2.3799 -1.5769 -0.2554 0.041
H 1.8173 0.0779 -2.1790 -0.151
H 2.3949 1.3721 -1.2658 -0.948
H -1.7976 3.0349 1.0444 -0.076
H -1.2372 2.2063 2.5566 0.433
H -2.5963 1.6495 1.7669 0.085
```

Properties
2S+1: 1
Highest occupied orbital energy in eV: -10.09
Frontier orbital gap in eV: 10.316
E in Ha: -4735.08942
Energy above the lowest of the compared OMol25 structures with the same formula, charge and spin in eV: 3.390
Molar mass in g mol⁻¹: 1257.1


# 3
Computed, not measured: a structure of composition C6H11NO, with ωB97M-V/def2-TZVPD.

Geometry as XYZ:
```
19
Properties=species:S:1:pos:R:3:mulliken_charge:R:1
C -2.4524 0.3868 0.0423 -0.603
C -1.5780 -0.6441 0.7875 -0.671
C -0.3198 -0.1776 1.4613 -0.267
C 0.8521 -0.2849 0.6771 -0.207
C 1.8172 0.6710 0.5535 -0.336
C 2.7552 0.6619 -0.6302 -0.262
O 2.7847 -0.3249 -1.4911 -0.687
N -3.2431 -0.5395 -1.0353 -0.649
H -3.6567 -0.2141 -0.0046 0.293
H -2.9994 1.1242 0.6844 0.285
H -2.1995 -1.2675 1.4526 0.424
H -1.2230 -1.2984 -0.0206 0.319
H -0.3135 0.4419 2.3609 0.366
H 0.8475 -1.1965 0.0950 0.415
H 1.7720 1.5250 1.2226 0.364
H 2.5420 1.6410 -1.1242 0.237
H 3.7788 0.6601 -0.1701 0.266
H -3.4409 0.2232 -1.6888 0.254
H -1.6478 1.0351 -0.3395 0.460
```

Properties
2S+1: 1
Highest occupied orbital energy in eV: -7.55
Frontier orbital gap in eV: 5.517
E in Ha: -364.91598
Energy above the lowest of the compared OMol25 structures with the same formula, charge and spin in eV: 8.585
Molar mass in g mol⁻¹: 113.2


# 4
Computed, not measured: an isolated molecule of C5H6O2, with ωB97M-V/def2-TZVPD.

Geometry as XYZ:
```
13
Properties=species:S:1:pos:R:3:mulliken_charge:R:1
O -2.1674 -0.6088 1.2179 -0.457
C -1.7104 -0.4014 0.1188 -0.117
C -0.2973 0.0190 -0.1194 0.255
C 1.5636 -0.7200 1.3774 -0.438
C 0.5569 0.3536 1.1016 -0.411
C 0.2671 0.5480 -1.3655 -0.124
O 1.4623 0.7544 -1.4554 -0.505
H -2.2750 -0.6509 -0.7991 0.316
H 1.8193 -0.9546 0.3017 0.213
H 0.0322 -0.9093 -0.9341 0.219
H 1.2280 1.1822 0.7644 0.289
H -0.0215 0.7134 1.9693 0.359
H -0.4577 0.6744 -2.1776 0.402
```

Properties
2S+1: 1
Highest occupied orbital energy in eV: -9.06
Frontier orbital gap in eV: 8.509
E in Ha: -344.36624
Energy above the lowest of the compared OMol25 structures with the same formula, charge and spin in eV: 6.413
Molar mass in g mol⁻¹: 98.1


# 5
Computed, not measured: a cluster of 2 separate species, C4H3FO in total, with ωB97M-V/def2-TZVPD.

Geometry as XYZ:
```
9
Properties=species:S:1:pos:R:3:mulliken_charge:R:1
C 0.8176 1.8370 -0.8341 -0.735
C -0.8006 0.3143 0.0512 0.237
C 1.5825 0.8431 -0.6030 0.747
C -0.5706 -0.5607 0.9856 -0.577
O 2.3096 -0.0243 -0.3495 -0.422
F -1.9001 0.5245 -0.6854 -0.176
H 0.4448 2.6562 -1.3315 0.368
H -1.1817 -1.4153 1.2706 0.276
H 0.3548 -0.6211 1.3073 0.282
```

Properties
2S+1: 1
Highest occupied orbital energy (spin up / spin down) in eV: -9.44 / -9.44
Frontier orbital gap (spin up / spin down) in eV: 8.309 / 8.310
E in Ha: -329.12151
Energy above the lowest of the compared OMol25 structures with the same formula, charge and spin in eV: 4.474
Molar mass in g mol⁻¹: 86.1


# 6
Computed, not measured: a structure of composition C4H8ClNO4S2, with ωB97M-V/def2-TZVPD.

Geometry as XYZ:
```
20
Properties=species:S:1:pos:R:3:mulliken_charge:R:1
C -0.3129 -1.1773 0.2032 -0.736
C -1.2830 -1.0209 -0.9956 -0.862
C 0.0449 0.0278 1.0080 -0.012
C 0.6730 -0.2407 2.3940 -1.134
N -0.5929 -0.3710 -2.0652 -0.314
O 2.0307 1.8929 0.8678 -0.670
O 1.9728 0.0989 -0.8415 -0.534
O 0.2640 1.9114 -0.8431 -0.282
O -1.7734 1.8305 -2.0731 -0.485
S 1.2920 0.9591 0.0403 1.261
S -0.5899 1.1378 -1.9868 1.005
Cl 0.5719 1.5957 -3.5500 -0.183
H -0.8150 -1.9309 0.7614 0.480
H 0.6536 -1.5283 -0.1231 0.385
H -1.5366 -1.9903 -1.3133 0.335
H -2.2651 -0.4722 -0.8965 0.416
H -0.8457 0.5213 1.3146 0.440
H -0.2529 -0.3927 3.1658 0.283
H 1.5150 0.4354 2.7334 0.339
H 1.2495 -1.2865 2.1997 0.267
```

Properties
2S+1: 1
Highest occupied orbital energy in eV: -10.03
Frontier orbital gap in eV: 10.459
E in Ha: -1769.36511
Energy above the lowest of the compared OMol25 structures with the same formula, charge and spin in eV: 0.449
Molar mass in g mol⁻¹: 233.7